# 1
Formula: C4H4O
Source: the OMol25 dataset
Level of theory: the ωB97M-V functional and the def2-TZVPD basis

The HOMO energy comes out at -10.1 eV. The molecular weight comes out at 68.1 g mol⁻¹. Its gap between HOMO and LUMO is 10.0 eV. The calculation puts the relative energy (zero: lowest compared OMol25 entry of this formula, charge and spin) at 242.7 kJ/mol. Its SMILES is C#CC(C)=O.

Last column: Löwdin charge in e.
Cartesian coordinates (Å):
C  -0.94  -0.88  -1.92  0.17
C  -0.17  -0.62  -0.94  -0.04
C  0.64  0.19  -0.07  -0.49
C  0.06  0.57  1.30  -0.03
O  1.80  0.40  -0.52  0.04
H  -1.43  -1.35  -2.74  0.02
H  0.65  1.52  1.74  0.13
H  0.40  -0.41  1.99  0.15
H  -1.01  0.58  1.17  0.05

***

# 2
Formula: C12H18FNO
Source: the OMol25 dataset
Level of theory: the ωB97M-V functional and the def2-TZVPD basis

The HOMO energy comes out at -8.5 eV. The molecular weight comes out at 211.3 g mol⁻¹. Its gap between HOMO and LUMO is 9.2 eV. The calculation puts the relative energy (zero: lowest compared OMol25 entry of this formula, charge and spin) at 267.6 kJ/mol. Its SMILES is CN(C)CCCCOc1ccccc1F.

Last column: Löwdin charge in e.
Cartesian coordinates (Å):
C  -2.48  -2.06  0.93  -0.22
N  -3.17  -0.91  0.36  -0.22
C  -2.98  -1.09  -1.12  -0.13
C  -2.06  0.10  0.84  -0.18
C  -2.66  1.57  0.53  -0.19
C  -1.81  2.12  -0.56  -0.22
C  -0.32  1.98  -0.35  -0.20
O  0.27  0.72  -0.33  -0.10
C  1.55  0.53  -0.11  -0.24
C  2.59  1.36  0.35  -0.02
C  3.80  0.70  0.58  -0.07
C  4.12  -0.71  0.18  -0.07
C  3.06  -1.51  -0.32  -0.03
C  1.83  -0.85  -0.31  -0.14
F  0.68  -1.67  -0.52  -0.01
H  -3.19  -2.90  0.55  0.11
H  -1.45  -2.29  0.76  0.05
H  -2.45  -2.17  2.06  0.09
H  -3.26  -0.18  -1.77  0.08
H  -3.59  -2.02  -1.46  0.10
H  -1.86  -1.21  -1.32  0.09
H  -1.91  0.02  2.01  0.13
H  -0.94  -0.10  0.26  0.15
H  -2.77  2.25  1.43  0.11
H  -3.77  1.44  0.43  0.11
H  -2.11  3.10  -0.79  0.09
H  -2.02  1.60  -1.57  0.14
H  -0.03  2.73  -1.17  0.16
H  -0.08  2.43  0.61  0.14
H  2.41  2.47  0.25  0.13
H  4.55  1.37  1.01  0.09
H  5.13  -1.08  0.33  0.09
H  3.47  -2.61  -0.71  0.18

***

# 3
Formula: C12H19N2P
Source: the OMol25 dataset
Level of theory: the ωB97M-V functional and the def2-TZVPD basis

The HOMO energy comes out at -8.3 eV. The molecular weight comes out at 222.3 g mol⁻¹. Its gap between HOMO and LUMO is 8.9 eV. The calculation puts the relative energy (zero: lowest compared OMol25 entry of this formula, charge and spin) at 20.3 kJ/mol. Its SMILES is C1CCC(n2nc3c(p2)CCCC3)CC1.

Last column: Löwdin charge in e.
Cartesian coordinates (Å):
C  -4.12  -0.57  -0.03  -0.22
C  -3.63  0.19  -1.29  -0.19
C  -2.12  0.31  -1.25  -0.15
C  -1.60  0.92  0.05  -0.40
N  -0.18  0.90  0.08  -0.40
N  0.38  -0.46  -0.04  0.13
C  1.67  -0.34  0.07  -0.37
C  2.20  0.98  0.12  -0.43
P  0.87  2.13  0.22  1.05
C  3.63  1.23  -0.01  -0.25
C  4.51  -0.04  0.26  -0.20
C  3.95  -1.24  -0.48  -0.22
C  2.56  -1.54  0.00  -0.13
C  -2.11  0.14  1.22  -0.21
C  -3.58  -0.01  1.27  -0.23
H  -5.27  -0.76  0.03  0.14
H  -3.67  -1.54  0.02  0.09
H  -4.11  -0.16  -2.19  0.10
H  -4.10  1.17  -1.12  0.11
H  -1.56  -0.64  -1.25  0.10
H  -1.71  0.88  -2.20  0.15
H  -1.81  1.94  0.23  0.11
H  3.87  1.50  -1.03  0.10
H  3.99  1.96  0.83  0.14
H  5.63  0.15  -0.11  0.15
H  4.51  -0.10  1.31  0.09
H  4.51  -2.07  -0.50  0.07
H  3.92  -0.93  -1.54  0.13
H  2.67  -1.95  1.00  0.12
H  2.06  -2.10  -0.84  0.14
H  -1.86  0.60  2.19  0.13
H  -1.63  -0.74  1.32  0.07
H  -4.02  1.02  1.63  0.14
H  -3.84  -0.84  2.02  0.13

***

# 4
Formula: C2H8S2
Source: the OMol25 dataset
Level of theory: the ωB97M-V functional and the def2-TZVPD basis

The HOMO energy comes out at -9.2 eV. The molecular weight comes out at 96.2 g mol⁻¹. Its gap between HOMO and LUMO is 10.0 eV. The calculation puts the relative energy (zero: lowest compared OMol25 entry of this formula, charge and spin) at 81.2 kJ/mol. Its SMILES is CCS.S.

Last column: Löwdin charge in e.
Cartesian coordinates (Å):
C  0.76  0.08  1.49  -0.16
C  -0.66  -0.51  1.08  -0.60
S  -0.79  -1.64  -0.40  0.62
H  1.34  -0.84  1.52  0.05
H  1.19  0.64  0.62  0.07
H  0.96  0.59  2.46  0.07
H  -1.41  0.32  0.79  0.08
H  -0.92  -1.15  1.91  0.03
H  0.42  -1.15  -0.86  -0.14
S  -0.73  1.50  -3.25  0.45
H  -0.56  0.25  -2.76  -0.26
H  0.39  1.90  -2.60  -0.22

***

# 5
Formula: C19H26N2OS
Source: the OMol25 dataset
Level of theory: the ωB97M-V functional and the def2-TZVPD basis

The HOMO energy comes out at -8.2 eV. The molecular weight comes out at 330.5 g mol⁻¹. Its gap between HOMO and LUMO is 7.6 eV. The calculation puts the relative energy (zero: lowest compared OMol25 entry of this formula, charge and spin) at 50.9 kJ/mol. Its SMILES is CCCCCCCCNC(=O)/C(C#N)=C/c1ccc(SC)cc1.

Last column: Löwdin charge in e.
Cartesian coordinates (Å):
C  5.95  -4.85  -2.30  -0.12
C  5.52  -3.47  -2.79  -0.27
C  4.98  -2.61  -1.65  -0.23
C  4.68  -1.17  -2.07  -0.22
C  3.62  -1.01  -3.16  -0.22
C  2.25  -1.59  -2.81  -0.22
C  1.58  -0.89  -1.64  -0.19
C  0.17  -1.43  -1.41  -0.18
N  -0.51  -0.74  -0.33  0.07
C  -1.60  0.03  -0.53  -0.46
O  -2.15  0.15  -1.61  0.06
C  -2.12  0.72  0.70  -0.13
C  -1.39  0.54  1.88  -0.22
N  -0.73  0.34  2.80  0.18
C  -3.25  1.45  0.55  0.05
C  -4.00  2.22  1.51  -0.20
C  -3.64  2.34  2.86  0.00
C  -4.40  3.09  3.73  -0.08
C  -5.54  3.75  3.29  -0.54
S  -6.59  4.73  4.30  0.91
C  -5.82  4.65  5.94  -0.39
C  -5.91  3.63  1.94  -0.11
C  -5.15  2.89  1.08  -0.02
H  6.32  -5.45  -3.13  0.07
H  6.74  -4.76  -1.56  0.07
H  5.11  -5.37  -1.85  0.07
H  4.75  -3.59  -3.56  0.10
H  6.38  -2.97  -3.25  0.11
H  4.09  -3.07  -1.24  0.10
H  5.73  -2.58  -0.85  0.11
H  5.61  -0.71  -2.43  0.11
H  4.38  -0.61  -1.18  0.10
H  3.98  -1.49  -4.07  0.10
H  3.51  0.05  -3.37  0.11
H  1.61  -1.49  -3.69  0.12
H  2.34  -2.66  -2.60  0.11
H  1.52  0.18  -1.84  0.12
H  2.16  -1.03  -0.73  0.11
H  -0.45  -1.29  -2.30  0.12
H  0.21  -2.50  -1.18  0.13
H  -0.08  -0.77  0.58  0.12
H  -3.65  1.45  -0.46  0.13
H  -2.76  1.84  3.23  0.09
H  -4.09  3.16  4.77  0.09
H  -5.81  3.62  6.30  0.04
H  -4.82  5.07  5.91  0.04
H  -6.46  5.25  6.59  0.03
H  -6.80  4.14  1.60  0.10
H  -5.45  2.81  0.04  0.12

***

# 6
Formula: CH2N2P2
Source: the OMol25 dataset
Level of theory: the ωB97M-V functional and the def2-TZVPD basis

Its multiplicity is 3. The HOMO energy (alpha / beta) comes out at -7.6 / -9.5 eV. The molecular weight comes out at 104.0 g mol⁻¹. Its gap between HOMO and LUMO (alpha / beta) is 8.0 / 6.4 eV. The calculation puts the relative energy (zero: lowest compared OMol25 entry of this formula, charge and spin) at 24.7 kJ/mol.

Last column: Löwdin spin population.
Cartesian coordinates (Å):
C  -1.95  -0.26  0.12  0.03
N  -2.90  -0.87  -0.15  0.00
N  0.82  0.16  -0.22  0.72
P  2.37  -0.06  -0.23  0.93
P  -0.58  0.97  0.08  0.10
H  2.50  -1.26  -1.02  0.19
H  -0.25  1.32  1.41  0.04